# 1
{"formula": "C38H33BBiN2O5P2", "method": "the ωB97M-V functional and the def2-TZVPD basis", "e_above_lowest_kcal_mol": 0.0, "lumo_ev": -3.283, "gap_ev": 7.39, "total_charge": 1, "elements": ["Bi", "C", "N", "C", "P", "C", "C", "C", "C", "C", "C", "C", "C", "C", "C", "C", "C", "C", "C", "C", "C", "C", "C", "P", "C", "C", "C", "C", "C", "C", "C", "C", "C", "C", "C", "C", "H", "H", "H", "H", "H", "H", "H", "H", "H", "H", "H", "H", "H", "H", "H", "H", "H", "H", "H", "H", "H", "H", "H", "H", "H", "H", "H", "H", "H", "O", "N", "O", "O", "O", "B", "O", "C", "C", "C", "C", "C", "C", "H", "H", "H", "H"], "xyz": [[-1.50286, -0.45192, -1.50788], [0.28482, -0.44520, 2.05571], [1.40270, -1.03260, 1.36043], [2.03452, -0.17051, 0.38858], [1.27338, -0.30702, -1.30426], [2.22504, 0.81968, -2.34368], [1.57518, 1.44640, -3.40819], [2.26083, 2.33024, -4.22656], [3.59964, 2.60189, -3.97736], [4.25358, 1.97953, -2.92233], [3.57219, 1.08831, -2.10542], [1.67770, -1.99384, -1.85924], [1.01456, -3.06845, -1.25590], [1.28723, -4.36802, -1.65017], [2.20554, -4.60565, -2.66687], [2.84941, -3.54465, -3.28483], [2.58947, -2.23855, -2.88349], [2.15000, -2.09062, 1.95734], [3.15412, -2.74383, 1.23466], [3.89578, -3.76583, 1.80930], [3.65720, -4.17083, 3.11439], [2.66292, -3.53049, 3.83545], [1.91953, -2.50166, 3.27226], [-1.35895, -0.34074, 1.15453], [-2.21828, -1.80607, 1.78695], [-2.52299, -2.88443, 0.96100], [-3.13501, -4.01436, 1.48438], [-3.44940, -4.07046, 2.83367], [-3.12919, -3.00587, 3.66821], [-2.51094, -1.87927, 3.15111], [-2.10795, 1.11802, 1.90512], [-1.37736, 2.30655, 1.94045], [-1.94204, 3.44647, 2.48807], [-3.23516, 3.40594, 2.99596], [-3.97215, 2.23114, 2.93762], [-3.41405, 1.08759, 2.38977], [0.50953, 0.56482, 2.40892], [0.02828, -1.04357, 2.91798], [3.09002, -0.40683, 0.30347], [1.94467, 0.88178, 0.68299], [0.52568, 1.24457, -3.59794], [1.75288, 2.80774, -5.05572], [4.13442, 3.30062, -4.60893], [5.30027, 2.18553, -2.73346], [4.10408, 0.60266, -1.29683], [0.31178, -2.89553, -0.44752], [0.78574, -5.19682, -1.16493], [2.41860, -5.62263, -2.97524], [3.55738, -3.72996, -4.08400], [3.09814, -1.41086, -3.36448], [3.36186, -2.47782, 0.20638], [4.66282, -4.25267, 1.21776], [4.23828, -4.96640, 3.56257], [2.46419, -3.81856, 4.86134], [1.17265, -2.02516, 3.89286], [-2.30435, -2.84893, -0.10052], [-3.37417, -4.84828, 0.83530], [-3.94945, -4.94255, 3.23718], [-3.36334, -3.05354, 4.72510], [-2.26678, -1.05265, 3.80873], [-0.38156, 2.35413, 1.51688], [-1.37937, 4.37226, 2.51077], [-3.67057, 4.29648, 3.43374], [-4.99148, 2.20845, 3.30262], [-4.00491, 0.18207, 2.31683], [-5.56607, 0.68698, -0.34626], [-4.37046, 0.77175, -0.53650], [-3.73184, 1.83504, -0.52053], [-3.67588, -0.36522, -0.61698], [-0.55864, 2.62744, -1.10052], [-1.43081, 1.84067, -1.82909], [-2.09770, 2.55372, -2.79342], [-1.72788, 3.87126, -2.57643], [-2.19371, 5.00800, -3.19250], [-1.65275, 6.21461, -2.75184], [-0.68948, 6.25998, -1.74664], [-0.23454, 5.09848, -1.12507], [-0.78995, 3.91942, -1.56132], [-2.95160, 4.96413, -3.96558], [-1.99843, 7.13938, -3.19773], [-0.28870, 7.21811, -1.43831], [0.51415, 5.11706, -0.34196]]}

=====

# 2
{"formula": "C38H33Br9N6O10", "method": "the ωB97M-V functional and the def2-TZVPD basis", "e_above_lowest_kcal_mol": 0.0, "lumo_ev": -0.831, "gap_ev": 8.89, "elements": ["C", "Br", "Br", "Br", "H", "C", "Br", "Br", "Br", "H", "C", "Br", "Br", "Br", "H", "C", "C", "C", "C", "C", "C", "N", "O", "O", "H", "H", "H", "H", "H", "C", "C", "C", "C", "C", "C", "N", "O", "O", "H", "H", "H", "H", "H", "C", "C", "C", "C", "C", "C", "N", "O", "O", "H", "H", "H", "H", "H", "C", "C", "C", "C", "C", "C", "N", "O", "O", "H", "H", "H", "H", "H", "C", "C", "C", "C", "C", "C", "N", "O", "O", "H", "H", "H", "H", "H", "N", "C", "C", "C", "C", "C", "H", "H", "H", "H", "H"], "xyz": [[1.73878, -3.84729, 2.38574], [1.74570, -2.60926, 0.89945], [0.53873, -3.38868, 3.80410], [3.53061, -4.31043, 3.05872], [1.45386, -4.77849, 1.91740], [-4.25992, 4.95865, -3.57340], [-3.46331, 6.02495, -2.09762], [-6.18507, 4.77073, -3.42311], [-3.40121, 3.23640, -3.68828], [-4.07557, 5.49416, -4.49295], [-1.65596, -1.82889, -5.97415], [-1.26863, -1.40853, -7.83262], [-2.63925, -3.50231, -5.87256], [-2.56162, -0.41794, -4.92585], [-0.73417, -2.00615, -5.44002], [-5.78547, -4.11039, 5.45062], [-4.42749, -4.05631, 5.67730], [-3.59877, -3.57375, 4.67375], [-4.17040, -3.05307, 3.51573], [-5.55807, -3.11961, 3.26176], [-6.31742, -3.66305, 4.26223], [-3.31736, -2.37134, 2.55812], [-3.87252, -1.58601, 1.82039], [-2.13226, -2.62094, 2.52235], [-6.40527, -4.38679, 6.29572], [-4.03068, -4.31776, 6.64834], [-2.55095, -3.51687, 4.93543], [-6.00436, -2.71045, 2.37081], [-7.39996, -3.67070, 4.18633], [2.86321, 1.34271, 4.12420], [2.80441, -0.06040, 3.96719], [3.00649, -0.86094, 5.05444], [3.05577, -0.28361, 6.32549], [3.04594, 1.07367, 6.51768], [2.99442, 1.88920, 5.39109], [3.03520, -1.14950, 7.49756], [3.02929, -2.35722, 7.30491], [3.07508, -0.65861, 8.60780], [2.99602, 1.90856, 3.21089], [2.61889, -0.49907, 2.99529], [2.99152, -1.93031, 4.90327], [3.09805, 1.55258, 7.48341], [2.91712, 2.96604, 5.46764], [-1.76779, 0.19734, -1.25313], [-1.00595, 0.99852, -2.12742], [0.28098, 1.32056, -1.73551], [0.78968, 0.95803, -0.48902], [-0.01818, 0.22485, 0.37078], [-1.28092, -0.20406, -0.01770], [2.13195, 1.38586, -0.07763], [2.42517, 1.25990, 1.08984], [2.85385, 1.85661, -0.93424], [-2.72094, -0.11010, -1.66978], [-1.35880, 1.37616, -3.07039], [1.00259, 1.70991, -2.44645], [0.39453, -0.08716, 1.32039], [-1.82259, -0.90597, 0.59821], [5.71391, -0.60158, -1.04745], [4.53250, -1.21156, -1.35990], [4.37599, -2.58555, -1.11788], [5.41278, -3.32998, -0.59564], [6.58128, -2.68525, -0.16256], [6.69177, -1.32586, -0.34485], [5.28019, -4.78914, -0.56021], [6.12514, -5.40594, 0.08394], [4.33983, -5.30476, -1.15451], [5.89267, 0.43435, -1.30304], [3.69209, -0.66446, -1.76697], [3.49576, -3.11053, -1.45925], [7.33166, -3.20773, 0.41345], [7.58619, -0.85262, 0.03743], [4.42713, 4.99173, -2.32628], [3.53516, 4.03474, -1.86408], [2.21380, 4.38151, -1.56990], [1.79388, 5.67546, -1.80995], [2.67984, 6.63245, -2.28728], [3.99279, 6.30109, -2.54325], [0.38683, 6.00707, -1.57054], [-0.36380, 5.06992, -1.40926], [0.01275, 7.16125, -1.57897], [5.44170, 4.70112, -2.56342], [3.86596, 3.00821, -1.79044], [1.61845, 3.70477, -0.97236], [2.33979, 7.63125, -2.52895], [4.63415, 7.07468, -2.94086], [-5.54105, -1.01587, -3.47501], [-5.77171, 0.30080, -3.60812], [-6.22519, 0.90441, -4.77485], [-6.73156, 0.09938, -5.79163], [-6.52804, -1.27665, -5.63619], [-5.98241, -1.78529, -4.47289], [-5.29051, 0.88566, -2.83374], [-6.31750, 1.96736, -4.95027], [-7.02910, 0.35805, -6.79865], [-6.91166, -1.84896, -6.47306], [-5.92839, -2.86698, -4.42515]]}

=====

# 3
{"formula": "C38H33BrN3O5ReS", "method": "the ωB97M-V functional and the def2-TZVPD basis", "e_above_lowest_kcal_mol": 55.1, "lumo_ev": [-4.518, -4.554], "gap_ev": [6.19, 5.98], "total_charge": 1, "spin_multiplicity": 2, "elements": ["Re", "O", "C", "O", "C", "C", "C", "C", "C", "C", "N", "C", "C", "C", "C", "C", "C", "N", "H", "H", "H", "H", "H", "H", "H", "H", "H", "H", "C", "C", "C", "C", "C", "C", "C", "C", "S", "C", "N", "C", "C", "C", "C", "C", "C", "C", "C", "H", "H", "H", "H", "H", "H", "H", "H", "H", "H", "H", "H", "H", "H", "H", "H", "C", "O", "H", "H", "H", "Br", "C", "C", "C", "C", "C", "C", "C", "O", "O", "H", "H", "H", "H"], "xyz": [[-1.45576, -0.91356, -0.42533], [-2.87116, 1.50144, 7.47157], [-2.20936, 0.59524, 6.74657], [-1.55276, -0.25896, 7.26957], [-2.32996, 0.69084, 5.25087], [-2.80526, 1.80174, 4.56087], [-2.86236, 1.81844, 3.18207], [-2.42386, 0.72554, 2.41667], [-1.99186, -0.39756, 3.12637], [-1.93376, -0.41276, 4.50267], [-2.39816, 0.71584, 1.00147], [-2.77886, 1.79734, 0.38407], [-2.88786, 1.92814, -1.03633], [-3.55166, 3.02324, -1.60953], [-3.64986, 3.08324, -2.98483], [-3.09666, 2.05814, -3.74353], [-2.48346, 0.99744, -3.08933], [-2.36856, 0.94834, -1.77943], [-3.40086, 2.11464, 6.94637], [-3.12416, 2.68814, 5.08957], [-3.27476, 2.70984, 2.73997], [-1.71296, -1.27966, 2.58557], [-1.57346, -1.28256, 5.02737], [-3.06896, 2.68624, 0.93057], [-3.98466, 3.78474, -0.97733], [-4.15926, 3.90674, -3.46033], [-3.13226, 2.08164, -4.82043], [-2.07916, 0.16154, -3.64073], [2.61634, 2.85534, -1.55683], [3.61754, 2.47104, -0.46063], [4.91134, 2.01164, -1.15353], [3.89694, 3.71544, 0.39517], [3.11954, 1.33234, 0.41867], [3.99314, 0.73564, 1.34417], [3.65904, -0.39496, 2.05617], [2.41804, -0.96586, 1.82767], [1.79044, -2.47016, 2.42797], [0.35914, -2.20456, 1.52077], [0.30764, -1.05386, 0.85777], [1.48664, -0.35136, 0.97137], [1.84124, 0.81434, 0.29237], [-0.79506, -3.06566, 1.52777], [-0.90296, -4.24456, 2.26497], [-2.12006, -4.89876, 2.32137], [-3.22826, -4.37226, 1.66877], [-3.11106, -3.21636, 0.91137], [-1.89446, -2.55656, 0.80057], [3.05764, 3.62274, -2.18993], [1.70084, 3.26384, -1.13603], [2.36414, 2.00474, -2.18703], [5.24204, 2.76814, -1.86083], [4.74574, 1.08444, -1.70003], [5.71594, 1.84794, -0.44363], [4.31014, 4.50864, -0.22493], [4.60664, 3.50294, 1.19027], [2.97534, 4.08074, 0.84477], [4.97624, 1.14704, 1.49727], [4.35634, -0.84586, 2.74457], [1.11594, 1.24444, -0.37743], [-0.04136, -4.62596, 2.79217], [-2.21696, -5.81016, 2.88777], [-4.18256, -4.87166, 1.74227], [-3.98166, -2.81126, 0.41547], [-2.85086, -2.81926, -2.36683], [-2.81296, -1.60716, -1.73573], [-3.68946, -2.83076, -3.07523], [-2.97026, -3.65406, -1.65973], [-1.91606, -3.00426, -2.92203], [2.79784, -2.96016, -1.30243], [2.73494, -2.02886, -2.95333], [3.80014, -2.14056, -3.83253], [3.78674, -1.42126, -5.01543], [2.73044, -0.57336, -5.30853], [1.67834, -0.45756, -4.42063], [1.65784, -1.20286, -3.24623], [0.52954, -0.97706, -2.30413], [0.17194, 0.18914, -2.08593], [-0.03636, -1.96416, -1.73813], [4.63724, -2.77636, -3.59033], [4.61214, -1.51656, -5.70223], [2.73504, 0.00714, -6.21743], [0.85614, 0.21274, -4.61873]]}